Entry 1:
C4H10O2 as an isolated structure, computed with wB97M-V/def2-TZVPD.

CARTESIAN COORDINATES (ANGSTROEM)
O  1.711  0.811  -0.711
H  0.778  -0.216  -0.226
H  0.027  0.660  -1.912
C  0.422  0.965  -0.931
H  -0.110  3.002  -0.915
H  0.019  2.285  0.716
H  -0.082  -2.207  -1.192
O  -0.814  -1.641  -0.915
C  -0.391  -0.798  0.125
H  -0.472  -2.242  1.712
H  1.144  -2.068  1.008
H  0.496  -0.823  2.099
C  0.243  -1.525  1.304
H  -1.269  -0.246  0.452
H  -1.388  1.924  -0.306
C  -0.314  2.118  -0.308

Summary:
ΔE to the lowest compared entry with this formula, charge and spin = 97.98 kcal per mole
energy = -8401.2983 eV
Kohn-Sham gap = 9.2 eV

---

Entry 2:
A 2-piece molecular cluster, C4H10O2 overall, computed with wB97M-V/def2-TZVPD.

CARTESIAN COORDINATES (ANGSTROEM)
H  -1.489  4.347  -1.532
H  1.385  -1.616  -0.358
H  0.115  1.954  0.024
H  2.677  -2.793  -0.638
H  2.533  -3.418  1.890
C  -1.847  2.725  -0.468
C  1.710  -3.051  1.239
H  -2.853  2.287  -0.469
O  0.562  -3.325  1.444
C  -0.856  1.581  -0.338
O  -1.663  3.409  -1.702
H  -1.784  3.405  0.379
H  -0.688  1.022  -1.255
C  2.195  -2.168  0.112
H  2.898  -1.449  0.531
H  -1.149  0.878  0.446

Summary:
ΔE to the lowest compared entry with this formula, charge and spin = 30.84 kcal per mole
SMILES = CC=O.CCO
energy = -8404.2098 eV
Kohn-Sham gap = 10.9 eV

---

Entry 3:
A 2-piece molecular cluster, C4H10O2 overall, computed with wB97M-V/def2-TZVPD.

CARTESIAN COORDINATES (ANGSTROEM)
H  -1.512  -2.587  1.521
H  0.304  -2.045  -0.166
H  -0.756  -1.276  2.014
O  -1.383  -1.982  2.254
H  -0.431  2.325  1.091
C  0.994  -1.556  -0.845
H  0.997  2.393  0.094
H  -1.612  2.468  -0.983
H  0.802  -1.948  -1.830
C  -0.051  2.091  0.091
O  -0.733  2.854  -0.904
C  0.850  -0.072  -0.734
H  -0.939  0.004  0.283
C  -0.104  0.595  -0.070
H  1.559  0.550  -1.262
H  2.015  -1.814  -0.554

Summary:
ΔE to the lowest compared entry with this formula, charge and spin = 34.97 kcal per mole
SMILES = C/C=C/CO.O
energy = -8404.0308 eV
Kohn-Sham gap = 10.6 eV

---

Entry 4:
One molecule with the formula C4H10O2, computed with wB97M-V/def2-TZVPD.

CARTESIAN COORDINATES (ANGSTROEM)
C  0.016  0.069  0.308
C  -0.798  1.332  0.640
C  -0.492  -0.439  -1.048
O  -0.062  -1.814  -1.208
H  -0.113  -1.767  0.506
H  -1.586  -0.396  -0.999
H  -1.868  1.117  0.733
H  -0.809  -2.424  -1.311
H  -0.448  1.781  1.573
C  1.512  0.419  0.356
O  -0.253  -1.032  1.158
H  -0.128  0.194  -1.865
H  2.138  -0.429  0.062
H  1.788  0.698  1.381
H  1.747  1.271  -0.294
H  -0.677  2.097  -0.146

Summary:
ΔE to the lowest compared entry with this formula, charge and spin = 17.64 kcal per mole
SMILES = CC(C)(O)CO
energy = -8404.7821 eV
Kohn-Sham gap = 10.7 eV

---

Entry 5:
A 2-piece molecular cluster, C4H10O2 overall, computed with wB97M-V/def2-TZVPD.

CARTESIAN COORDINATES (ANGSTROEM)
H  1.703  -0.453  -1.287
O  0.444  -0.161  -1.543
H  -3.183  -0.603  0.061
H  -2.024  -0.954  -1.248
H  1.811  1.693  -0.261
O  2.604  -0.392  -0.503
C  0.218  0.077  -0.228
H  1.414  0.959  1.388
C  1.337  0.902  0.295
H  -1.242  0.471  1.350
C  -2.129  -0.798  -0.171
H  3.370  -0.069  -1.021
H  -1.618  1.301  -0.167
C  -1.230  0.367  0.253
H  0.506  -0.803  0.405
H  -1.839  -1.729  0.333

Summary:
ΔE to the lowest compared entry with this formula, charge and spin = 87.37 kcal per mole
energy = -8401.7581 eV
Kohn-Sham gap = 8.5 eV

---

Entry 6:
A 2-piece molecular cluster, C4H10O2 overall, computed with wB97M-V/def2-TZVPD.

CARTESIAN COORDINATES (ANGSTROEM)
O  -0.484  1.756  -0.310
C  -1.050  -0.604  0.481
C  0.142  -2.308  0.116
H  1.568  1.965  0.088
H  -1.995  -1.086  0.168
H  -0.114  -3.029  -0.652
H  0.924  -0.232  -0.352
C  0.684  2.529  -0.258
H  -0.468  -2.596  1.004
C  0.009  -0.816  -0.497
H  -0.296  -0.756  -1.554
O  -0.892  -0.106  1.583
H  0.876  2.887  -1.270
H  0.545  3.390  0.407
H  1.164  -2.366  0.473
H  -0.611  1.373  0.575

Summary:
ΔE to the lowest compared entry with this formula, charge and spin = 52.28 kcal per mole
SMILES = CCC=O.CO
energy = -8403.2799 eV
Kohn-Sham gap = 10.8 eV

---

Entry 7:
One molecule with the formula C4H10O2, computed with wB97M-V/def2-TZVPD.

CARTESIAN COORDINATES (ANGSTROEM)
C  -1.111  -0.032  -2.120
H  -0.418  0.296  2.259
H  -2.201  0.028  -1.980
H  1.826  -0.226  2.349
C  -0.748  -0.095  0.190
H  -0.840  0.526  -3.020
H  1.427  -0.885  -0.312
H  2.221  0.902  1.063
O  1.835  -1.056  0.547
H  -0.558  -1.186  0.115
C  0.070  0.537  1.304
H  0.018  1.624  1.156
O  -0.414  0.532  -1.035
H  -0.844  -1.090  -2.264
C  1.551  0.078  1.339
H  -1.815  0.047  0.410

Summary:
ΔE to the lowest compared entry with this formula, charge and spin = 31.06 kcal per mole
SMILES = COCCCO
energy = -8404.2003 eV
Kohn-Sham gap = 11.1 eV

---

Entry 8:
One molecule with the formula C4H10O2, computed with wB97M-V/def2-TZVPD.

CARTESIAN COORDINATES (ANGSTROEM)
H  0.197  -0.867  1.358
H  -2.466  -0.299  -0.746
C  -2.295  0.500  -0.012
C  -0.891  0.424  0.616
O  -0.760  -0.799  1.328
H  2.902  -0.123  -1.118
H  3.128  -1.176  0.298
H  -0.810  1.283  1.308
C  0.303  0.439  -0.377
H  0.510  1.437  -0.803
H  1.901  -1.615  -0.918
H  -2.495  1.471  -0.495
O  1.409  -0.020  0.353
C  2.374  -0.764  -0.392
H  0.042  -0.265  -1.183
H  -3.051  0.375  0.780

Summary:
ΔE to the lowest compared entry with this formula, charge and spin = 27.76 kcal per mole
SMILES = COC[C@@H](C)O
energy = -8404.3434 eV
Kohn-Sham gap = 10.9 eV

---

| no. | largest force on an atom (eV Å⁻¹) |
| --- | --- |
| 1 | 3.732 |
| 2 | 1.295 |
| 3 | 1.331 |
| 4 | 1.164 |
| 5 | 1.461 |
| 6 | 1.334 |
| 7 | 0.509 |
| 8 | 1.159 |